# C6H10N2S

A single C6H10N2S molecule in a non-equilibrium geometry (wB97M-V/def2-TZVPD, OMol25).

Geometry as XYZ:
```
19
Properties=species:S:1:pos:R:3:forces:R:3
C -0.456676 1.799780 -1.685007 1.847 1.964 -2.046
C -0.624255 1.465327 -0.309205 -0.511 -1.794 2.838
C -1.420955 0.175244 -0.093198 0.366 -1.981 0.167
C -0.952336 -0.627074 1.147663 0.907 0.466 0.894
C 0.117954 -1.738356 0.994813 -2.577 0.376 -4.460
C 1.222545 -1.108657 0.272504 1.656 -0.956 -0.087
N 3.277229 -0.259408 -0.601496 -0.890 1.534 -0.731
N 2.312338 -0.817508 -0.041770 -1.679 -0.147 -0.061
S -1.698536 1.964775 -2.737283 1.260 -0.255 0.504
H 0.248870 1.275851 0.325838 0.770 0.430 -1.011
H -1.055534 2.300204 0.224695 -0.656 0.377 0.039
H -2.466229 0.294416 0.038975 -0.994 0.533 -0.174
H -1.307313 -0.504776 -0.946485 -0.037 0.367 -0.213
H -0.347062 0.103308 1.685820 -0.709 0.172 1.001
H -1.785034 -1.014851 1.735439 0.069 0.234 0.060
H 0.516520 -2.105859 1.859278 0.604 -0.865 2.646
H -0.367512 -2.609257 0.404604 1.059 1.164 0.730
H 0.659423 2.107375 -1.858582 -2.056 -0.550 -0.616
H 4.126564 -0.700536 -0.416601 1.571 -1.069 0.518
```
Forces are in eV/Å.

Properties
LUMO energy: -0.2 eV
total energy: -742.149860 Eh
HOMO level: -8.12 eV


# C16H34MnN2O5S

A molecular structure, C16H34MnN2O5S in a non-equilibrium geometry (wB97M-V/def2-TZVPD, OMol25).

Geometry as XYZ:
```
59
Properties=species:S:1:pos:R:3:forces:R:3
Mn 0.018510 0.035178 0.030865 -1.212 0.339 -0.186
C -1.443247 -2.445388 -0.104585 -0.349 0.117 0.028
C -0.346452 -2.856082 0.828346 0.342 -0.095 0.320
O 0.776615 -1.968818 0.772944 0.235 -0.015 -0.404
C 1.925153 -2.416988 0.031197 -0.105 -0.210 0.186
C 2.757033 -1.217076 -0.405965 0.021 0.173 0.130
O 2.498408 -0.172247 0.541304 0.570 -0.177 0.061
C 3.155079 1.056069 0.317742 -0.004 -0.160 0.047
C 2.521908 1.859211 -0.800826 -0.077 0.332 -0.283
O 1.106547 1.821640 -0.772200 0.462 -0.157 0.622
C 0.352581 2.910062 -0.279174 0.104 0.017 -0.096
C -1.055347 2.594471 -0.718465 -0.257 0.136 0.103
O -1.499970 1.520018 0.125438 0.116 -0.097 -0.425
C -2.793720 0.958772 -0.166210 -0.131 0.453 0.143
C -2.687845 -0.459672 -0.635256 -0.084 -0.281 0.127
O -1.842251 -1.123420 0.321747 0.294 -0.245 -0.340
H -2.278249 -3.149749 -0.001767 -0.084 0.097 0.036
H -1.096166 -2.371756 -1.142115 0.065 -0.015 -0.014
H -0.047809 -3.888777 0.633881 0.092 0.015 -0.044
H -0.700022 -2.790565 1.862046 -0.050 -0.067 0.007
H 1.613245 -2.963818 -0.860315 -0.053 0.048 -0.030
H 2.500276 -3.069865 0.696173 0.001 -0.067 -0.007
H 2.424856 -0.903674 -1.399087 -0.026 0.007 -0.044
H 3.822511 -1.475001 -0.388648 0.018 -0.006 -0.003
H 4.213017 0.897669 0.076528 0.039 0.008 0.033
H 3.101719 1.597345 1.264835 -0.073 -0.007 0.021
H 2.793280 1.454870 -1.776166 -0.013 -0.072 -0.018
H 2.886107 2.890483 -0.732504 -0.027 0.013 -0.092
H 0.682510 3.857978 -0.714313 0.062 -0.027 -0.090
H 0.412444 2.966114 0.813595 -0.036 0.070 0.016
H -1.050152 2.246481 -1.754174 0.063 0.028 -0.047
H -1.702688 3.467994 -0.596558 -0.099 -0.050 0.087
H -3.322694 1.556591 -0.912057 0.091 0.051 -0.009
H -3.347355 1.014714 0.774567 -0.064 -0.022 -0.026
H -2.208464 -0.530903 -1.617141 0.047 0.029 -0.052
H -3.690100 -0.906684 -0.641417 0.027 -0.073 0.083
C -0.249950 0.550360 6.480700 0.007 0.055 0.074
C -0.676084 -0.539253 5.505957 0.084 -0.050 -0.140
N 0.049690 -0.521866 4.237692 0.071 -0.145 0.281
C 1.319319 -1.245215 4.163709 -0.124 0.020 0.020
C 2.554495 -0.397324 4.446631 0.052 0.046 0.025
C -0.351363 0.241523 3.188367 0.058 0.199 -0.328
C -1.700900 0.895834 3.266175 -0.022 -0.045 0.035
N 0.360095 0.422828 2.124326 -0.067 -0.175 0.225
H -0.907225 0.557298 7.352391 0.019 -0.008 -0.011
H -0.299158 1.534521 6.010521 -0.006 -0.028 0.012
H 0.770390 0.396920 6.832826 -0.018 0.006 -0.021
H -1.742508 -0.465897 5.306851 -0.022 0.028 -0.018
H -0.520250 -1.522317 5.951821 0.001 -0.014 0.030
H 1.391485 -1.701603 3.174058 0.017 0.004 -0.013
H 1.259084 -2.066317 4.878867 0.008 0.004 0.034
H 2.628632 0.443675 3.755894 -0.013 -0.019 0.004
H 3.455257 -1.002923 4.334616 -0.011 0.004 -0.005
H 2.540299 0.003358 5.460438 0.000 -0.019 -0.013
H -2.492071 0.148447 3.351162 0.004 0.010 -0.014
H -1.843926 1.467887 2.356960 0.027 0.029 0.013
H -1.769039 1.561602 4.128206 -0.011 -0.012 -0.013
H 1.254709 -0.054174 2.172718 0.012 0.091 0.061
S 0.076152 -0.556642 -2.199146 0.027 -0.070 -0.083
```
Forces are in eV/Å.

Properties
LUMO energy (spin up / spin down): 0.5 / 0.5 eV
2S+1: 2
total energy: -2664.774672 Eh
HOMO level (spin up / spin down): -4.73 / -4.64 eV


# C7H7PS

A single C7H7PS molecule in a non-equilibrium geometry (wB97M-V/def2-TZVPD, OMol25).

Geometry as XYZ:
```
16
Properties=species:S:1:pos:R:3:forces:R:3
C 0.393715 -2.216267 0.185641 -1.148 0.486 1.785
C 0.283964 -0.691358 -0.013824 1.677 -1.803 -1.416
C 1.505382 -0.020553 -0.041146 -2.408 1.673 1.551
C 1.462586 1.370099 0.034141 -1.984 -1.126 -0.319
C 0.284792 2.115826 -0.029206 -0.839 0.361 -1.062
C -0.871867 1.400842 -0.295128 -0.693 0.093 -0.539
C -0.876024 -0.014454 -0.327954 -1.678 0.115 0.909
P -2.511806 -0.987884 -0.313064 0.415 1.777 0.012
S -3.838170 0.402449 -0.027332 0.106 -0.843 -0.155
H 0.865640 -2.762362 -0.587668 0.680 -0.057 -1.226
H 1.014798 -2.517944 1.127044 -1.621 0.699 -1.327
H -0.665281 -2.562170 0.152250 0.960 -0.485 0.797
H 2.269122 -0.560552 0.423112 1.862 -0.550 -0.164
H 2.316157 1.848111 0.244645 3.233 1.827 0.589
H 0.181705 3.244878 -0.021633 0.679 -1.580 0.203
H -1.814712 1.951342 -0.509885 0.760 -0.587 0.362
```
Forces are in eV/Å.

Properties
LUMO energy: -1.4 eV
total energy: -1010.433663 Eh
HOMO level: -8.68 eV


# CH5NO3P

A gas-phase ion, CH5NO3P (charge -1) in a non-equilibrium geometry (wB97M-V/def2-TZVPD, OMol25).

Geometry as XYZ:
```
11
Properties=species:S:1:pos:R:3:forces:R:3
C 0.748126 -0.485203 -0.919320 -0.035 -0.384 -2.035
P 0.598171 -0.215580 0.846929 -1.679 0.586 3.995
O 1.143763 -1.338716 1.770008 -1.002 1.488 -2.006
O 1.711134 1.055039 0.983022 -0.501 -1.148 -2.220
N -1.197420 0.695355 1.515627 2.570 -2.130 -2.238
O -0.886628 0.693179 2.865895 -0.426 -1.250 2.952
H 1.810981 -0.782813 -1.104691 -0.692 0.533 -0.020
H 0.122337 -1.309442 -1.399646 0.555 1.044 1.137
H 0.470038 0.481556 -1.443546 0.557 -1.072 0.572
H 1.709021 1.249556 1.895969 -0.039 0.471 1.749
H -1.203906 -0.155904 3.387562 0.691 1.861 -1.887
```
Forces are in eV/Å.

Properties
total charge: -1
LUMO energy: 4.2 eV
total energy: -662.895673 Eh
HOMO level: -2.32 eV